Entry 1:
The following is a quantum chemistry calculation of a molecular structure, C19H46BeFN4O8PS, from the OMol25 dataset.

Structure (ORCA input):
```
! wB97M-V def2-TZVPD RIJCOSX def2/J DEFGRID3
* xyz 0 1
C 4.2290 -2.4972 -0.2329
C 3.1407 -1.3801 -0.1747
C 2.1408 -1.6796 0.9663
C 1.5076 -3.0866 0.9244
C 1.2507 -3.7143 -0.4626
N -0.2650 -3.5652 -0.7016
C -0.5737 -2.6238 0.1945
N -1.2996 -1.5276 -0.0327
N 0.0956 -3.0301 1.4137
H 3.8417 -3.3870 -0.7396
H 5.0687 -2.0976 -0.8149
H 4.6095 -2.7269 0.7684
H 2.6425 -1.2355 -1.1393
H 3.6874 -0.4769 0.1272
H 2.6576 -1.5909 1.9326
H 1.3762 -0.8842 0.9898
H 2.1761 -3.7704 1.4521
H 1.6658 -3.1981 -1.3327
H 1.4021 -4.7985 -0.5687
H -0.3379 -3.0434 -1.5869
H -2.2508 -1.3740 0.2766
H -0.8892 -0.8270 -0.6330
H -0.2367 -3.9555 1.6814
O 1.8911 -6.3529 -2.5984
P 0.5798 -6.7695 -3.2670
O 0.8259 -7.7183 -4.4276
O -0.1684 -5.5197 -3.7295
O -0.3086 -7.4930 -2.2228
C -4.8188 -5.9529 0.9505
C -3.7546 -6.3581 1.9772
C -2.8942 -7.4626 1.3506
S -2.9653 -7.1876 -0.4256
O -3.6320 -8.3121 -1.0355
O -1.6712 -6.7146 -0.8876
C -4.0863 -5.7939 -0.3660
H -5.3298 -5.0269 1.2257
H -5.5709 -6.7441 0.8659
H -3.1260 -5.4906 2.2035
H -4.2020 -6.6923 2.9146
H -1.8587 -7.4085 1.6833
H -3.2944 -8.4553 1.5514
H -4.7452 -5.8092 -1.2289
H -3.4854 -4.8865 -0.3706
C 3.4884 2.0260 2.6003
O 3.7823 1.9242 1.2220
H 3.6580 1.0553 3.0632
H 4.1425 2.7689 3.0750
H 2.4297 2.3070 2.7500
H 3.6272 2.7982 0.8232
C -2.2595 6.7877 -0.1754
C -1.0318 6.6086 -1.0454
N 0.2918 6.8244 -0.3330
C 0.3210 8.2443 0.1744
C 1.4360 6.7444 -1.3301
C 1.6771 5.4044 -2.0034
C 0.4965 5.9419 0.8922
C 0.3550 4.4352 0.7237
O -0.9495 4.0981 0.2987
C -1.0195 2.8939 -0.4586
H -2.3688 7.8126 0.1786
H -3.1452 6.5611 -0.7682
H -2.2694 6.1238 0.6856
H -1.0557 7.3336 -1.8618
H -1.0175 5.6224 -1.4936
H 0.1270 8.9111 -0.6621
H 1.3063 8.4360 0.5929
H -0.4319 8.3657 0.9457
H 2.3363 7.0558 -0.8009
H 1.2134 7.4936 -2.0901
H 2.2836 4.7505 -1.3804
H 2.2598 5.5680 -2.9103
H 0.7658 4.8857 -2.2945
H -0.2297 6.2835 1.6286
H 1.4946 6.1755 1.2606
H 0.5098 3.9711 1.7041
H 1.1161 4.0188 0.0641
H -0.1701 2.2345 -0.2653
H -1.0537 3.1391 -1.5244
H -1.9400 2.3761 -0.1949
Be 2.5397 4.1440 2.2948
F -5.7399 -3.5059 0.1442
*
```

Entry 2:
The following is a quantum chemistry calculation of a gas-phase ion, C2H3N4O (charge +1), from the OMol25 dataset.

Structure (ORCA input):
```
! wB97M-V def2-TZVPD RIJCOSX def2/J DEFGRID3
* xyz 1 1
C -0.4702 -0.7276 -0.6041
C 0.1777 1.4846 1.2843
N 0.5083 -0.9780 0.1025
N 1.3032 -0.6009 1.0245
N 1.2280 0.7713 1.4084
N -1.0971 -0.9968 -1.7194
O -0.8554 1.9580 1.2005
H 2.1016 1.2608 1.6414
H -2.1996 -1.1814 -1.6417
H -0.6964 -0.9899 -2.6965
*
```

Entry 3:
The following is a quantum chemistry calculation of a single C3H3N3O molecule, from the OMol25 dataset.

Structure (ORCA input):
```
! wB97M-V def2-TZVPD RIJCOSX def2/J DEFGRID3
* xyz 0 1
O 0.0478 -0.3159 -1.8180
C -0.8936 2.1195 -0.8207
N -0.5173 -1.1114 -1.0692
N -0.3925 -1.3246 0.1769
C 0.4383 -0.4812 0.9141
C 0.5519 0.8550 0.8440
N -0.1842 1.6231 -0.0193
H -1.1918 -1.7581 -1.4988
H 0.9428 -0.9953 1.7267
H 1.1910 1.3918 1.5377
*
```

Entry 4:
The following is a quantum chemistry calculation of 2 unconnected molecules or ions with the total composition C5H13N2O, from the OMol25 dataset.

Structure (ORCA input):
```
! wB97M-V def2-TZVPD RIJCOSX def2/J DEFGRID3
* xyz -1 1
C -1.1971 2.8589 0.7076
N -0.8142 2.2638 1.9819
C -0.7548 0.7656 1.8586
O 0.0867 0.3189 0.8898
H -0.5738 2.4935 -0.1054
H -1.1550 3.9540 0.7573
H -2.2543 2.5723 0.4988
H 0.1178 2.5308 2.2415
H -1.8502 0.4870 1.6888
H -0.4856 0.3899 2.8734
C 1.1525 -0.7443 -2.9125
C 1.1601 -1.0414 -1.5902
N 1.1434 -2.3261 -1.0629
C 0.3795 -2.4828 0.1912
H 1.1201 -1.5302 -3.6775
H 1.1718 0.3074 -3.2342
H 1.2226 -0.2749 -0.8366
H 0.9800 -3.0503 -1.7648
H 0.8278 -3.2953 0.8182
H 0.4005 -1.4796 0.6991
H -0.6781 -2.7172 -0.0221
*
```

Entry 5:
The following is a quantum chemistry calculation of 6 unconnected molecules or ions with the total composition C21H38F3O16, from the OMol25 dataset.

Structure (ORCA input):
```
! wB97M-V def2-TZVPD RIJCOSX def2/J DEFGRID3
* xyz -1 1
O -0.8085 -0.5187 0.0008
H -0.2605 0.0523 0.4238
C 1.5845 -2.4817 -0.7792
C 1.0255 -1.8457 -2.1022
O 0.9595 -2.9707 -2.9502
C 1.5505 -4.0077 -2.4622
O 1.7615 -5.0647 -3.1092
O 2.0255 -3.6667 -1.1842
F 1.9285 -0.9247 -2.5622
H 0.8155 -2.4307 0.0608
H 2.2295 -1.8727 -0.3732
H 0.0555 -1.4447 -2.1922
C -2.8755 0.1063 -2.3952
C -3.9285 -0.1657 -1.2682
O -5.0275 -0.7707 -1.9832
C -4.8795 -0.8387 -3.2902
O -5.6855 -1.1267 -4.1432
O -3.5595 -0.4647 -3.4952
F -4.1965 1.0143 -0.7282
H -2.0075 -0.4067 -2.3702
H -2.7395 1.2103 -2.5122
H -3.4445 -0.8127 -0.4712
C -3.3085 -0.7277 2.4948
C -2.6425 -2.1537 2.3798
O -3.8265 -2.9317 2.0558
C -4.9165 -2.2237 1.7968
O -5.9795 -2.5807 1.4328
O -4.6165 -0.8717 2.0388
F -2.0095 -2.6137 3.4038
H -2.7325 0.2563 2.2818
H -3.4395 -0.5047 3.6468
H -2.0015 -2.2237 1.4798
C -1.2565 6.9843 -3.5322
O -0.7585 6.1553 -2.4602
C -0.3095 4.9503 -2.9562
C -0.0095 4.0353 -1.7802
O -0.9295 3.8733 -0.9652
C -0.6145 3.1293 0.1578
C -1.8815 2.7133 0.9708
O -2.7515 3.8173 0.9938
C -3.7825 3.6573 1.9608
H -0.5065 7.2053 -4.2712
H -1.5155 7.9533 -3.2422
H -2.0405 6.7033 -4.2532
H 0.8015 4.7923 -3.4972
H -1.0995 4.4563 -3.5542
H 0.8445 4.2843 -1.1572
H -0.0385 3.0423 -2.1072
H 0.2025 3.6433 0.8238
H -0.0725 2.1703 -0.1982
H -1.5745 2.2293 2.0248
H -2.4985 1.8993 0.6238
H -3.4335 3.3953 3.0238
H -4.4465 2.8763 1.4048
H -4.5495 4.4393 2.0788
C 0.9725 0.1603 2.8088
O 2.1045 -0.7137 2.6358
C 2.1845 -1.8157 3.3488
C 3.6675 -2.4377 3.1928
O 3.9015 -2.4667 1.9678
C 5.2315 -2.5987 1.7168
C 5.4365 -2.9867 0.1748
O 6.8065 -3.3377 0.0228
C 6.9815 -4.0937 -1.1982
H 1.0055 0.6333 3.7528
H -0.0065 -0.3207 2.5228
H 1.2315 0.8953 2.2338
H 1.4005 -2.4917 3.1408
H 2.1105 -1.7437 4.3068
H 3.3945 -3.3527 3.3258
H 4.4235 -1.7337 3.8368
H 5.7025 -3.2607 2.4508
H 5.7215 -1.7387 2.0138
H 5.1735 -2.1267 -0.6342
H 4.8285 -3.9037 0.0188
H 8.0835 -4.3397 -1.4132
H 6.4695 -3.5247 -2.0092
H 6.3485 -5.1027 -1.4322
*
```

Entry 6:
The following is a quantum chemistry calculation of a molecular structure, C7H6BrO3S, from the OMol25 dataset.

Structure (ORCA input):
```
! wB97M-V def2-TZVPD RIJCOSX def2/J DEFGRID3
* xyz -1 1
C 0.4659 0.5185 2.9478
C -0.5379 1.3574 2.7228
C 0.5813 -0.3410 1.8549
C -0.2967 -0.1483 0.8505
C -1.5990 -0.3627 -1.3824
C 0.9689 -0.0546 -2.5699
C -0.3306 -0.8844 -0.5491
O -2.1123 0.6601 -0.8532
O -1.9157 -0.9888 -2.4012
O 0.8989 -0.5303 -1.2316
S -1.3097 1.1782 1.1714
Br 1.9697 -1.6801 1.6944
H 1.1404 0.7826 3.7882
H -0.7093 2.1452 3.4398
H 0.4397 -0.7379 -3.3663
H 2.0459 -0.0807 -2.8567
H 0.6747 1.0835 -2.7118
H -0.3741 -1.9167 -0.5476
*
```

Relative energy (zero: lowest compared OMol25 entry of this formula, charge and spin) per entry: 0.0; 107.0; 107.5; 30.3; 11.5; 16.3 kcal/mol
HOMO-LUMO gap per entry: 3.926; 7.876; 9.297; 7.197; 7.655; 8.063 eV
Strongest force on any atom per entry: 5.59; 3.47; 1.06; 1.27; 11.95; 3.99 eV/Å